One molecule with the formula C23H31NO4, computed with ωB97M-V/def2-TZVPD.

Structure (XYZ):
```
59
Properties=species:S:1:pos:R:3:forces:R:3
C -5.974785 1.003554 -0.741640 0.0 -0.1 0.2
C -5.489664 0.334759 0.539950 0.2 0.2 -0.1
C -3.966926 0.223030 0.617946 -0.3 -0.2 -0.1
H -3.527448 1.203502 0.424113 0.1 0.1 0.0
H -3.677628 -0.067772 1.629898 0.1 0.0 0.0
C -3.399684 -0.819438 -0.357625 0.0 0.3 0.1
C -1.899138 -0.854647 -0.315232 0.0 -0.5 0.2
C -1.274547 -1.783821 0.455196 -0.1 0.1 -0.1
C 0.145532 -1.863885 0.590326 0.3 -0.1 0.0
C 0.796377 -2.804479 1.346246 -0.5 -0.2 0.0
C 2.212742 -2.829767 1.484300 0.2 0.3 -0.1
O 2.869479 -3.729986 1.970580 0.0 0.0 0.0
C 2.920336 -1.494135 1.059873 1.0 -0.4 0.0
C 2.334045 -0.966957 -0.241622 -0.1 0.0 -0.4
O 2.991940 -0.763959 -1.236026 -0.1 -0.1 0.2
C 0.857865 -0.913376 -0.217612 -0.5 0.2 -0.4
C 0.190210 -0.029153 -0.995238 0.5 -0.3 0.4
N -1.164028 0.060330 -1.033812 0.0 -0.2 0.1
C -1.750289 1.130109 -1.833053 0.2 0.4 -0.4
H -2.833939 1.088143 -1.722169 0.1 -0.1 0.0
C -1.292874 2.507014 -1.339583 -0.4 0.0 0.0
C -1.988763 3.596979 -2.150845 0.3 0.0 -0.1
C -1.682199 3.433160 -3.636611 -0.3 0.0 0.0
C -2.119634 2.055457 -4.125550 0.3 0.1 0.0
C -1.427122 0.958290 -3.320812 -0.4 0.0 0.0
H -0.350549 1.017375 -3.483578 0.1 0.0 0.0
H -1.762153 -0.026001 -3.656492 0.1 0.0 0.0
H -1.877285 1.940873 -5.183012 -0.1 0.0 0.0
H -3.203269 1.959602 -4.019787 -0.1 0.0 0.0
H -2.194934 4.208476 -4.208102 0.1 0.0 0.0
H -0.609245 3.551475 -3.799448 0.1 0.0 0.0
H -1.655173 4.577103 -1.807079 -0.1 0.0 0.0
H -3.069107 3.538837 -1.994600 -0.1 0.0 0.0
H -0.213032 2.611799 -1.446108 0.1 0.0 0.0
H -1.530889 2.613437 -0.278396 0.1 0.0 0.0
H 0.756051 0.662558 -1.596643 0.0 0.1 -0.1
C 4.431371 -1.645284 0.983494 -0.4 0.1 0.1
H 4.795511 -2.110225 1.895639 0.0 0.0 0.0
H 4.680780 -2.276442 0.135214 0.1 0.0 0.0
H 4.894248 -0.670312 0.847699 0.0 0.1 -0.1
O 2.588937 -0.632830 2.179087 0.1 -0.5 0.1
C 2.390109 0.655305 1.968244 -0.4 1.0 0.3
O 2.314777 1.170319 0.878847 0.2 0.1 0.1
C 2.275304 1.401246 3.278966 0.1 -0.1 -0.1
C 3.674527 1.618007 3.857375 -0.1 0.0 0.0
H 4.285857 2.191957 3.164722 0.1 0.1 0.0
H 4.156651 0.661013 4.039975 0.1 0.0 0.0
H 3.609418 2.161809 4.796482 0.1 0.0 0.1
H 1.677263 0.807251 3.970130 0.0 0.0 0.0
H 1.788237 2.358581 3.092888 0.0 -0.1 0.0
H 0.240772 -3.594584 1.827547 -0.1 -0.1 0.1
H -1.873211 -2.493602 1.004860 -0.2 0.0 0.0
H -3.755827 -0.632538 -1.370789 0.0 -0.1 0.0
H -3.771942 -1.801756 -0.063410 0.1 0.0 -0.1
H -5.931072 -0.660406 0.622349 0.0 0.0 0.1
H -5.836520 0.921618 1.392913 0.0 -0.1 0.0
H -5.727438 0.409850 -1.618559 0.0 0.0 -0.1
H -5.526502 1.989472 -0.850449 0.0 0.1 -0.1
H -7.054893 1.123794 -0.716064 -0.1 0.0 -0.1
```
Positions in Å, forces in eV/Å.

Computed properties:
charge: 0
Kohn-Sham gap: 7.72 eV
E_LUMO: 0.3587 eV
SMILES string: CCCCC1=CC2=CC(=O)[C@](C)(OC(=O)CC)C(=O)C2=CN1C1CCCCC1
HOMO: -7.36 eV
relative energy (zero: lowest compared OMol25 entry of this formula, charge and spin): 39.2 kcal per mole
DFT total energy: -1250.76322 Ha

One molecule with the formula C23H31NO5, computed with ωB97M-V/def2-TZVPD.

Structure (XYZ):
```
60
Properties=species:S:1:pos:R:3:forces:R:3
C -5.578627 -1.648708 -2.520429 0.1 -0.1 0.4
C -5.366039 -2.438235 -1.231585 -0.1 -0.1 -0.4
O -5.182269 -1.609904 -0.103760 0.2 0.3 0.3
C -3.999137 -0.935341 0.074003 -0.1 0.0 0.0
C -2.867558 -1.145017 -0.703789 -0.1 -0.1 0.0
C -1.687481 -0.454936 -0.486344 0.0 0.1 0.1
C -1.604283 0.475235 0.534966 0.0 -0.1 0.1
C -2.724910 0.685268 1.322097 -0.1 -0.2 -0.2
C -3.921161 0.005231 1.119994 0.1 0.1 0.0
O -4.902311 0.358743 1.996468 0.3 0.1 -0.1
C -6.162081 -0.273220 1.999477 -0.5 -0.1 0.1
H -6.698978 0.174563 2.836067 0.0 0.0 -0.1
H -6.712120 -0.087168 1.074576 0.0 0.0 0.1
H -6.075210 -1.349851 2.157519 0.0 0.1 0.0
H -2.699118 1.394720 2.134503 0.0 0.1 0.2
C -0.362325 1.300349 0.789114 -0.1 0.2 0.1
N 0.840472 0.669603 0.307087 -0.2 0.1 -0.3
C 1.885131 0.400114 1.119606 0.2 -0.2 -0.3
O 1.834739 0.581661 2.321215 0.1 0.1 0.4
C 3.147666 -0.148719 0.449915 -0.2 0.1 0.3
C 2.991766 -0.539690 -1.020454 0.1 -0.1 0.0
C 4.326950 -1.070929 -1.550817 0.0 -0.1 -0.3
C 5.390320 0.020467 -1.438112 0.0 0.0 0.0
C 5.553592 0.415935 0.028568 0.2 0.2 0.0
C 5.988339 -0.802541 0.841020 0.0 0.0 0.0
C 4.928016 -1.895664 0.720371 0.0 -0.2 0.1
C 4.763437 -2.292940 -0.745366 0.0 0.0 0.0
H 5.707689 -2.677521 -1.137962 0.0 -0.1 0.0
H 4.016250 -3.085178 -0.834572 0.0 -0.1 0.0
C 3.595710 -1.377493 1.253349 0.1 0.0 0.1
H 2.832834 -2.156773 1.178594 -0.1 0.0 0.0
H 3.684243 -1.098349 2.304316 0.0 0.0 0.0
H 5.235836 -2.769988 1.304868 0.0 0.1 0.0
H 6.948609 -1.171820 0.473022 0.1 0.0 0.0
H 6.114423 -0.523412 1.889159 0.1 0.0 0.1
C 4.224043 0.941515 0.565306 0.1 0.0 0.0
H 3.914436 1.823223 -0.002822 0.0 0.1 0.0
H 4.325850 1.233263 1.612290 0.0 0.0 0.0
H 6.312207 1.202461 0.113445 -0.1 0.0 0.0
H 5.094968 0.891076 -2.028683 0.0 0.0 -0.1
H 6.340876 -0.344982 -1.833542 0.0 0.0 -0.1
H 4.204657 -1.352577 -2.603337 0.0 0.0 0.1
H 2.703396 0.324426 -1.625128 -0.1 0.0 0.0
H 2.224554 -1.311402 -1.124498 -0.1 0.0 0.0
H 0.951057 0.647576 -0.695073 0.2 0.0 0.1
H -0.227460 1.435741 1.868638 0.0 0.0 -0.2
C -0.530128 2.692412 0.128633 0.0 -0.2 0.2
H 0.373715 3.277532 0.308456 0.0 0.0 0.0
C -0.720003 2.530235 -1.355091 0.1 0.1 -0.1
O 0.048776 1.972444 -2.098424 0.2 -0.1 -0.1
O -1.863215 3.065278 -1.782914 -0.6 0.3 0.0
H -1.972789 2.932920 -2.738451 0.3 -0.1 0.1
H -1.393172 3.207424 0.545906 0.1 0.0 0.0
H -0.840484 -0.656966 -1.122267 0.1 0.0 -0.1
H -2.891397 -1.867330 -1.503838 -0.1 -0.1 -0.1
H -6.270052 -3.007016 -0.994447 0.2 0.0 -0.1
H -4.536012 -3.147423 -1.337740 -0.1 0.0 0.1
H -6.432414 -0.984659 -2.409592 -0.1 0.0 0.0
H -5.769204 -2.334008 -3.341748 0.0 -0.1 -0.1
H -4.704499 -1.046997 -2.756666 0.0 0.0 -0.1
```
Positions in Å, forces in eV/Å.

Computed properties:
charge: 0
Kohn-Sham gap: 8.65 eV
E_LUMO: 0.5599 eV
SMILES string: CCOc1ccc([C@H](CC(=O)O)NC(=O)[C@]23C[C@H]4C[C@H](C[C@H](C4)C2)C3)cc1OC
HOMO: -8.09 eV
relative energy (zero: lowest compared OMol25 entry of this formula, charge and spin): 5.0 kcal per mole
DFT total energy: -1326.04263 Ha

C23H32BiN7O6PS2 as an isolated structure, computed with ωB97M-V/def2-TZVPD.

Structure (XYZ):
```
72
Properties=species:S:1:pos:R:3:forces:R:3
Bi -1.092458 -0.548985 -0.545568 -0.1 0.0 0.0
N 1.383226 1.492418 -3.948607 0.0 0.1 0.0
C 0.417028 1.030586 -3.081119 0.1 0.0 -0.1
S 0.433982 -0.686300 -2.801733 -0.1 -0.1 0.0
N -0.403450 1.911475 -2.614699 -0.2 0.0 0.1
N -1.440848 1.384077 -1.853922 0.2 0.1 -0.2
C -2.478201 2.135513 -1.785387 0.0 0.0 0.0
C -3.770429 1.791480 -1.238405 0.0 0.0 0.0
C -4.695092 2.831640 -1.082985 0.0 0.0 0.0
C -6.010186 2.602111 -0.739804 0.0 -0.1 0.0
C -6.437671 1.274586 -0.623354 0.0 0.1 0.0
C -5.555557 0.230010 -0.781707 0.1 0.0 0.1
C -4.171937 0.442970 -1.021282 -0.1 0.0 -0.1
O -3.368005 -0.567272 -1.084747 0.1 0.1 0.0
H 2.227192 0.945778 -3.974439 0.0 0.0 0.0
H 1.510088 2.493513 -3.932918 0.0 0.0 0.0
H -2.388459 3.110270 -2.263942 0.0 0.0 0.0
H -4.351608 3.847652 -1.247904 0.0 0.0 0.0
H -6.702175 3.422354 -0.608086 0.0 0.0 0.0
H -7.482503 1.063846 -0.420590 0.0 0.0 0.0
H -5.888646 -0.800980 -0.741687 0.0 0.0 0.0
O 0.659305 3.554987 4.002712 0.0 0.1 0.0
C 0.322258 2.810085 3.120275 0.0 -0.2 0.0
C -1.086409 2.343301 2.798259 -0.1 0.0 -0.1
O -2.109849 2.568362 3.425478 0.1 0.0 0.0
C -0.962348 1.545251 1.590106 -0.1 -0.1 -0.1
C 0.374621 1.396586 1.206394 0.0 0.0 0.1
O 0.701643 0.656510 0.204036 0.0 0.0 0.0
C 1.251955 2.113031 2.128854 -0.1 0.1 0.0
O 2.466814 2.161960 2.144613 0.0 0.0 0.0
O -1.914665 0.964363 0.952024 0.2 0.2 0.1
C 5.127274 1.310617 -2.586083 0.0 0.0 0.0
P 4.165000 1.082401 -1.024659 0.0 0.0 0.0
C 5.483426 1.553808 0.170872 0.0 0.0 0.0
C 3.226003 2.655667 -1.025963 0.0 0.0 0.0
H 5.620820 2.286449 -2.615635 0.0 0.0 0.0
H 4.469716 1.226508 -3.453426 0.0 0.0 0.0
H 5.883202 0.528150 -2.673309 0.0 0.0 0.0
H 5.997277 2.471214 -0.130876 0.0 0.0 0.0
H 6.213969 0.749107 0.267026 0.0 0.0 0.0
H 5.016219 1.713625 1.144401 0.0 0.0 0.0
H 3.850360 3.494923 -1.346995 0.0 0.0 0.0
H 2.876050 2.830572 -0.009237 0.0 0.0 0.0
H 2.348421 2.575359 -1.667270 0.0 0.0 0.0
C 1.122386 -3.511600 -0.903835 0.0 0.0 0.0
C 2.057706 -4.643219 -0.399678 0.0 0.0 0.0
N 2.491216 -4.372104 0.970958 0.0 0.0 0.0
C 3.164697 -3.067849 1.000936 0.0 0.0 0.0
C 2.200552 -1.942801 0.543177 0.0 0.0 0.0
N 0.906590 -2.532520 0.166603 0.0 0.0 0.0
C 0.331550 -3.212796 1.335031 0.1 0.0 0.0
C 1.307559 -4.312144 1.831605 0.0 0.0 0.0
H 0.149039 -3.905817 -1.211060 0.0 0.0 0.0
H 1.554889 -2.986369 -1.755773 0.0 0.0 0.0
H 2.946211 -4.724478 -1.029588 0.0 0.0 0.0
H 1.552848 -5.612109 -0.412562 0.0 0.0 0.0
H 4.040858 -3.124229 0.350995 0.0 0.0 0.0
H 3.519931 -2.894233 2.018651 0.0 0.0 0.0
H 2.584960 -1.386220 -0.310688 0.0 0.0 0.0
H 2.023813 -1.214036 1.334123 0.0 0.0 0.0
H -0.638535 -3.629973 1.053373 0.0 0.0 0.0
H 0.144218 -2.463489 2.106086 0.0 0.0 0.0
H 0.831231 -5.295134 1.827000 0.0 0.0 0.0
H 1.638043 -4.110145 2.852237 0.0 0.0 0.0
N -4.840887 -1.585772 1.970167 0.1 0.1 0.0
C -3.853119 -0.817090 2.519488 0.0 -0.1 0.0
N -4.156214 0.463264 2.712493 0.0 0.2 0.1
S -2.388501 -1.518276 2.953832 0.0 -0.1 0.1
H -5.506843 -1.112848 1.376797 0.0 0.0 0.0
H -4.509389 -2.468519 1.618974 0.0 0.0 0.0
H -4.950223 0.859545 2.234992 0.0 0.0 0.0
H -3.439940 1.121385 3.016949 0.0 -0.1 -0.1
```
Positions in Å, forces in eV/Å.

Computed properties:
charge: -1
Kohn-Sham gap: 7.54 eV
E_LUMO: 2.4762 eV
HOMO: -5.07 eV
relative energy (zero: lowest compared OMol25 entry of this formula, charge and spin): 0.9 kcal per mole
DFT total energy: -3082.85037 Ha

Q: Which of these has the lowest Kohn-Sham gap?
A: C23H32BiN7O6PS2

Q: Among the records above, which one has the lowest relative energy (zero: lowest compared OMol25 entry of this formula, charge and spin)?
A: C23H32BiN7O6PS2